Density functional theory data (the ωB97M-V functional and the def2-TZVPD basis) for a structure of composition C38H66Ca2O20 in a non-equilibrium geometry.

Each line ends with the Mulliken charge.
Atoms and positions in Å:
Ca  -7.13  -12.88  27.67  1.4852
Ca  -6.20  -6.59  22.31  1.8548
C  -7.96  -9.17  25.69  -1.4940
C  -7.52  -10.42  26.07  1.2224
C  -6.58  -11.27  25.20  0.4027
O  -6.36  -12.45  25.56  -0.9993
C  -5.98  -10.77  24.07  -0.3789
C  -6.16  -9.43  23.84  0.6343
C  -7.29  -8.66  24.57  0.2712
O  -7.53  -7.54  24.10  -0.5368
O  -5.37  -8.81  23.07  -0.2679
O  -7.99  -10.96  27.14  -1.1229
H  -8.56  -8.72  26.42  0.7062
H  -5.20  -11.33  23.54  0.2046
O  -6.72  -4.52  23.64  0.0840
C  -6.52  -3.54  24.37  0.7549
O  -7.05  -3.44  25.57  -0.3274
C  -7.97  -4.47  25.95  0.3746
C  -7.97  -4.54  27.45  -1.1652
C  -5.48  -2.49  24.10  -1.2714
H  -7.66  -5.40  25.44  -0.2179
H  -8.96  -4.28  25.57  0.3834
H  -6.98  -4.86  27.90  0.0781
H  -8.73  -5.22  27.81  0.4028
H  -8.27  -3.54  27.86  0.3202
H  -5.22  -1.94  25.02  0.3365
H  -5.80  -1.83  23.32  0.3999
H  -4.60  -3.03  23.70  0.2477
O  -7.48  -5.10  20.93  -0.5353
C  -8.29  -4.16  21.05  0.7623
O  -8.16  -3.06  20.40  -0.3221
C  -7.22  -2.83  19.42  -0.1024
C  -7.68  -3.11  18.03  -1.1338
C  -9.39  -4.16  22.01  -1.1109
H  -6.37  -3.44  19.76  0.2042
H  -6.85  -1.80  19.52  0.3595
H  -8.63  -2.62  17.83  0.3079
H  -7.79  -4.21  17.92  0.1997
H  -7.05  -2.68  17.26  0.4029
H  -9.62  -5.16  22.30  0.3152
H  -10.30  -3.75  21.59  0.4637
H  -9.05  -3.55  22.85  0.1407
O  -3.76  -13.43  21.75  -0.5509
C  -3.65  -14.59  22.10  0.7638
O  -4.65  -15.33  22.55  -0.3285
C  -5.94  -14.67  22.47  0.5588
C  -6.99  -15.69  22.73  -1.4558
C  -2.37  -15.36  22.26  -0.8661
H  -6.01  -14.20  21.49  0.2339
H  -5.94  -13.81  23.15  -0.2255
H  -6.77  -16.17  23.69  0.3092
H  -6.93  -16.51  21.98  0.3537
H  -8.03  -15.37  22.72  0.3896
H  -1.65  -15.17  21.46  0.3291
H  -2.54  -16.42  22.36  0.3682
H  -1.97  -14.94  23.20  0.0348
O  -1.15  -12.97  24.57  -0.5044
C  -0.16  -12.68  23.87  0.7304
O  -0.25  -11.84  22.86  -0.3971
C  -1.52  -11.06  22.86  0.6169
C  -1.54  -10.33  21.57  -0.8357
C  1.18  -13.31  23.91  -1.2557
H  -1.46  -10.38  23.72  0.1131
H  -2.34  -11.75  23.02  -0.0008
H  -2.36  -9.60  21.57  -0.1517
H  -1.53  -10.96  20.66  0.3806
H  -0.59  -9.68  21.49  0.3477
H  1.16  -14.20  24.50  0.3353
H  1.98  -12.61  24.22  0.3425
H  1.44  -13.65  22.90  0.3501
O  -5.16  -11.92  28.20  -0.8667
C  -4.01  -11.82  27.71  1.2168
O  -3.39  -10.65  27.74  -0.3333
C  -4.01  -9.68  28.55  0.5304
C  -3.33  -9.63  29.90  -1.3846
C  -3.24  -12.98  27.23  -0.9836
H  -5.10  -9.78  28.58  0.1737
H  -3.84  -8.74  28.03  -0.1451
H  -3.90  -10.13  30.68  0.3516
H  -3.14  -8.63  30.27  0.3834
H  -2.34  -10.09  29.85  0.3470
H  -2.24  -12.72  26.88  0.2442
H  -3.68  -13.46  26.31  0.1588
H  -3.31  -13.69  28.05  0.3744
O  -11.39  -7.50  27.85  -0.6065
C  -12.20  -8.31  28.29  0.7349
O  -13.11  -7.97  29.18  -0.2763
C  -13.23  -6.61  29.47  -0.2169
C  -14.58  -6.42  30.15  -1.0676
C  -12.29  -9.74  27.98  -0.7834
H  -13.06  -6.03  28.59  0.3310
H  -12.44  -6.35  30.17  0.2563
H  -14.73  -7.26  30.85  0.2908
H  -15.41  -6.30  29.43  0.2788
H  -14.54  -5.48  30.74  0.3479
H  -12.97  -10.28  28.64  0.3311
H  -11.37  -10.24  28.18  0.1369
H  -12.61  -9.92  26.94  0.2478
O  -5.59  -7.52  20.32  -0.8441
C  -6.11  -8.10  19.41  0.9027
O  -5.59  -9.13  18.73  -0.3375
C  -4.28  -9.72  19.04  -0.5687
C  -4.61  -10.87  20.06  -0.1352
C  -7.48  -7.91  18.92  -1.2092
H  -3.58  -9.00  19.43  0.2881
H  -3.89  -9.97  18.04  0.3705
H  -5.10  -10.41  20.93  -0.1784
H  -3.72  -11.43  20.33  0.0585
H  -5.32  -11.54  19.54  0.4276
H  -7.96  -8.88  19.10  0.3572
H  -7.54  -7.81  17.83  0.3916
H  -8.10  -7.12  19.38  0.2168
O  -4.11  -5.92  23.79  -0.6889
C  -3.24  -6.47  24.46  0.4713
O  -3.07  -6.15  25.79  -0.3265
C  -4.14  -5.43  26.35  0.3289
C  -4.08  -5.19  27.83  -1.2794
C  -2.38  -7.60  24.03  -0.5222
H  -5.07  -5.97  26.16  0.0079
H  -4.26  -4.53  25.81  0.2711
H  -4.91  -4.55  28.09  0.3695
H  -3.16  -4.73  28.12  0.4278
H  -4.16  -6.17  28.38  0.1147
H  -1.55  -7.59  24.75  0.4728
H  -1.94  -7.47  23.05  0.4067
H  -2.97  -8.53  24.14  -0.1848

* E_LUMO: -0.197 Eh
* net charge: +2
* gap between HOMO and LUMO: 0.264 Ha
* max |F|: 3.2 eV Å⁻¹
* E_tot: -118299.8703 eV